1.
DFT (ωB97M-V with the def2-TZVPD basis set) results for a cluster of 2 separate species, C2H2BrI in total at a distorted geometry.

Results
Multiplicity: 1
ΔE to the lowest compared entry with this formula, charge and spin: 2.407 eV
LUMO level (alpha / beta): -0.622 / -2.994 eV

Geometry as XYZ:
```
6
C2H2BrI, DFT ωB97M-V with the def2-TZVPD basis set
C -0.092 -0.395 -0.435
C -0.249 -1.267 -1.368
Br 0.446 -2.268 -2.672
I -3.938 -2.064 -1.821
H -0.918 -0.051 0.165
H 0.872 0.048 -0.194
```

natural (NBO) population analysis, charges in e, atoms 1 to 4: C -0.53; C -0.08; Br 0.21; I -0.06

---

2.
DFT (ωB97M-V with the def2-TZVPD basis set) results for a cluster of 6 separate species, H11O6 in total.

Results
Charge: -1
Multiplicity: 1
ΔE to the lowest compared entry with this formula, charge and spin: 0.000 eV
LUMO level: 3.917 eV

Geometry as XYZ:
```
17
H11O6, DFT ωB97M-V with the def2-TZVPD basis set
O 1.248 -0.830 -0.778
H 2.100 -0.525 -1.093
O -0.723 -0.447 -2.478
H -1.237 -1.243 -2.330
H 0.046 -0.558 -1.830
O 1.358 -1.850 1.600
H 1.943 -2.604 1.456
H 1.324 -1.492 0.635
O 0.198 1.381 0.335
H 0.095 1.144 1.262
H 0.653 0.615 -0.120
O -0.305 -0.103 2.993
H -1.214 -0.368 2.788
H 0.211 -0.747 2.479
O -1.821 2.062 -1.706
H -1.284 1.291 -1.965
H -1.403 2.241 -0.855
```

natural (NBO) population analysis, charges in e, atoms 1 to 4: O -1.23; H 0.44; O -1.02; H 0.45

---

3.
DFT (ωB97M-V with the def2-TZVPD basis set) results for the ion C26H31N4O with charge +1 at a distorted geometry.

Results
Charge: +1
Multiplicity: 1
ΔE to the lowest compared entry with this formula, charge and spin: 1.090 eV
SMILES: Cc1ccc([C@@H](/C=C/N2[C@H](Cc3ccccc3)C(=O)N(C)C2(C)C)n2cc[nH+]c2)cc1
LUMO level: -2.611 eV

Geometry as XYZ:
```
62
C26H31N4O, DFT ωB97M-V with the def2-TZVPD basis set
C 2.363 4.322 -0.228
N 2.132 2.898 -0.345
C 3.168 2.023 -0.550
O 4.337 2.320 -0.715
C 2.556 0.596 -0.570
C 3.142 -0.349 0.479
C 4.615 -0.607 0.283
C 5.515 -0.337 1.316
C 6.890 -0.464 1.103
C 7.374 -0.910 -0.136
C 6.462 -1.241 -1.148
C 5.084 -1.105 -0.932
N 1.126 0.869 -0.399
C 0.221 -0.167 -0.393
C -1.121 -0.081 -0.243
C -2.119 -1.210 -0.586
C -3.514 -0.676 -0.139
C -4.462 -1.669 -0.185
C -5.829 -1.418 -0.060
C -6.261 -0.114 0.149
C -7.733 0.221 0.142
C -5.314 0.885 0.341
C -3.946 0.596 0.316
C 0.801 2.284 -0.222
C 0.252 2.599 1.176
C -0.097 2.814 -1.360
H 3.433 4.529 -0.297
H 1.837 4.860 -1.024
H 1.973 4.676 0.732
H 2.697 0.166 -1.587
H 2.983 0.127 1.453
H 2.571 -1.286 0.441
H 5.110 0.012 2.268
H 7.580 -0.213 1.910
H 8.448 -1.017 -0.310
H 6.810 -1.608 -2.113
H 4.356 -1.354 -1.707
H 0.655 -1.166 -0.587
H -1.505 0.905 0.149
H -2.124 -1.173 -1.801
H -4.170 -2.698 -0.400
H -6.549 -2.227 -0.137
H -7.860 1.306 0.269
H -8.226 -0.064 -0.801
H -8.276 -0.301 0.946
H -5.700 1.890 0.496
H -3.263 1.418 0.560
H 1.008 2.328 1.925
H 0.004 3.668 1.263
H -0.636 2.010 1.403
H 0.477 2.792 -2.302
H -0.965 2.160 -1.498
H -0.426 3.841 -1.133
N -1.954 -2.657 0.004
C -2.163 -3.793 -0.614
N -1.853 -4.820 0.163
C -1.487 -4.344 1.396
C -1.579 -3.002 1.302
H -2.445 -3.995 -1.610
H -1.888 -5.796 -0.102
H -1.178 -4.976 2.210
H -1.341 -2.274 2.040
```

natural (NBO) population analysis, charges in e, atoms 1 to 4: C -0.42; N -0.45; C 0.68; O -0.59

---

4.
DFT (ωB97M-V with the def2-TZVPD basis set) results for a cluster of 11 separate species, C22H71N5O11 in total at a distorted geometry.

Results
Multiplicity: 1
ΔE to the lowest compared entry with this formula, charge and spin: 0.451 eV
SMILES: COC[C@H](C)N.COC[C@H](C)N.COC[C@H](C)N.COC[C@H](C)N.COC[C@H](C)N.CCO.O.O.O.O.O
LUMO level: 0.370 eV

Geometry as XYZ:
```
109
C22H71N5O11, DFT ωB97M-V with the def2-TZVPD basis set
O 5.540 -4.084 -0.532
H 6.281 -3.500 -0.754
H 5.007 -4.125 -1.342
O -0.160 -1.551 -3.097
H -0.463 -2.160 -3.784
H -0.952 -1.481 -2.495
O 1.192 -3.922 -1.801
H 1.355 -3.382 -0.966
H 1.118 -3.263 -2.513
O -0.369 3.745 1.742
H -0.241 4.206 2.595
H -1.335 3.612 1.648
O 3.672 1.663 -1.513
H 3.473 1.232 -2.378
H 2.787 1.707 -1.056
C 2.536 6.488 -1.518
C 1.561 5.388 -1.094
O 0.841 5.823 0.086
H 3.499 6.015 -1.763
H 2.782 7.137 -0.676
H 2.209 7.045 -2.383
H 1.997 4.406 -0.944
H 0.810 5.384 -1.907
H 0.403 5.035 0.465
C 0.297 0.044 1.738
C 1.356 0.328 0.643
C 1.501 -0.873 -0.287
O 1.744 -2.113 0.308
C 3.113 -2.229 0.679
N 1.000 1.451 -0.205
H 0.614 -0.675 2.487
H -0.625 -0.311 1.257
H 0.053 0.976 2.261
H 2.310 0.586 1.127
H 2.178 -0.719 -1.141
H 0.534 -0.990 -0.834
H 3.374 -1.493 1.451
H 3.751 -2.014 -0.185
H 3.292 -3.225 1.056
H 0.080 1.291 -0.590
H 0.852 2.235 0.437
C 5.059 -0.890 -4.595
C 3.610 -0.971 -4.961
C 3.197 -2.376 -5.343
O 3.743 -3.349 -4.467
C 3.139 -4.619 -4.633
N 2.794 -0.326 -3.893
H 5.275 -1.473 -3.703
H 5.325 0.148 -4.394
H 5.714 -1.228 -5.405
H 3.475 -0.341 -5.853
H 3.538 -2.556 -6.377
H 2.101 -2.490 -5.351
H 3.174 -4.966 -5.669
H 2.106 -4.655 -4.242
H 3.665 -5.337 -3.984
H 2.727 -0.974 -3.094
H 1.807 -0.298 -4.203
C -1.666 1.302 -2.337
C -2.139 2.466 -1.565
C -2.757 2.089 -0.229
O -3.450 3.186 0.239
C -3.806 3.117 1.621
N -1.056 3.461 -1.379
H -1.369 1.610 -3.342
H -2.383 0.487 -2.430
H -0.781 0.851 -1.892
H -2.916 2.990 -2.151
H -1.910 1.893 0.462
H -3.340 1.167 -0.289
H -4.208 4.102 1.853
H -2.914 2.937 2.221
H -4.583 2.372 1.799
H -0.656 3.790 -2.251
H -1.502 4.293 -0.982
C -2.485 -4.868 -2.091
C -3.080 -3.880 -1.118
C -2.591 -4.059 0.292
O -3.154 -2.943 0.994
C -2.748 -2.838 2.336
N -2.663 -2.451 -1.605
H -2.937 -4.772 -3.068
H -2.714 -5.902 -1.750
H -1.401 -4.836 -2.035
H -4.180 -3.870 -1.078
H -1.512 -4.121 0.456
H -3.134 -4.935 0.705
H -3.248 -1.956 2.710
H -1.659 -2.720 2.373
H -3.059 -3.729 2.898
H -2.810 -1.833 -0.783
H -3.313 -2.063 -2.294
C -2.178 1.860 8.021
C -2.279 2.043 6.503
C -3.318 1.169 5.909
O -3.179 -0.140 6.258
C -2.076 -0.761 5.567
N -2.448 3.445 6.057
H -3.056 2.326 8.485
H -1.314 2.402 8.413
H -2.090 0.812 8.310
H -1.298 1.747 6.096
H -3.299 1.288 4.812
H -4.320 1.486 6.220
H -1.140 -0.243 5.776
H -2.285 -0.895 4.506
H -2.074 -1.768 6.001
H -3.282 3.895 6.418
H -1.652 4.010 6.306
```

Mulliken population analysis, charges in e, atoms 1 to 4: O -0.64; H 0.32; H 0.30; O -0.36

---

5.
DFT (ωB97M-V with the def2-TZVPD basis set) results for a structure of composition C30H22Br2N5O5PtS at a distorted geometry.

Results
Charge: +1
Multiplicity: 1
ΔE to the lowest compared entry with this formula, charge and spin: 1.318 eV
LUMO level: -3.777 eV

Geometry as XYZ:
```
66
C30H22Br2N5O5PtS, DFT ωB97M-V with the def2-TZVPD basis set
Pt -0.516 -0.446 0.422
Br -5.118 2.732 -1.388
C -3.507 3.393 -0.645
C -3.392 4.765 -0.387
C -2.223 5.274 0.098
Br -2.094 7.139 0.414
C -1.121 4.424 0.349
C 0.132 4.886 0.800
C 1.140 3.993 0.992
C 0.895 2.628 0.775
N -0.255 2.136 0.356
C -1.263 3.030 0.116
C -2.475 2.491 -0.433
O -2.532 1.228 -0.687
H -4.231 5.417 -0.588
H 0.277 5.942 0.979
H 2.118 4.306 1.328
H 1.686 1.934 0.996
C -2.413 0.465 4.060
C -2.145 -0.676 4.806
C -1.478 -1.742 4.231
C -1.077 -1.661 2.907
N -1.344 -0.531 2.213
C -1.993 0.511 2.750
C -0.382 -2.686 2.127
C -0.077 -3.965 2.578
C 0.519 -4.870 1.714
C 0.804 -4.505 0.405
C 0.501 -3.229 -0.064
C -0.086 -2.342 0.810
H -2.941 1.309 4.478
H -2.460 -0.734 5.839
H -1.265 -2.635 4.800
H -2.172 1.353 2.094
H -0.305 -4.262 3.593
H 0.761 -5.865 2.061
H 1.270 -5.219 -0.262
H 0.727 -2.944 -1.083
O 1.473 -0.161 0.950
C 1.833 -0.271 -0.280
O 0.885 -0.416 -1.135
C 3.242 -0.236 -0.687
C 4.228 -0.106 0.287
C 5.559 -0.072 -0.090
C 5.859 -0.166 -1.435
C 4.897 -0.291 -2.421
C 3.569 -0.327 -2.037
N 7.287 -0.132 -1.844
O 8.113 -0.088 -0.959
O 7.524 -0.227 -3.028
H 3.950 -0.038 1.330
H 6.357 0.024 0.632
H 5.197 -0.356 -3.456
H 2.785 -0.420 -2.775
S -2.592 -1.453 -0.054
C -2.745 -1.451 -1.802
N -2.944 -0.389 -2.522
C -2.991 -0.717 -3.947
C -3.003 -2.268 -3.941
N -2.729 -2.566 -2.529
H -2.855 0.540 -2.012
H -2.121 -0.306 -4.457
H -3.888 -0.302 -4.400
H -2.232 -2.693 -4.580
H -3.969 -2.673 -4.240
H -2.655 -3.481 -2.120
```

natural (NBO) population analysis, charges in e, atoms 1 to 4: Pt 1.29; Br 0.06; C -0.20; C -0.21

---

6.
DFT (ωB97M-V with the def2-TZVPD basis set) results for a structure of composition C4H3CrO5 at a distorted geometry.

Results
Charge: +1
Multiplicity: 5
Expectation value of S²: 6.04
ΔE to the lowest compared entry with this formula, charge and spin: 1.887 eV
LUMO level (alpha / beta): -6.648 / -6.385 eV

Geometry as XYZ:
```
13
C4H3CrO5, DFT ωB97M-V with the def2-TZVPD basis set
C 0.902 -1.259 -0.308
C -0.442 -0.843 -0.393
O -0.776 0.181 0.571
C -1.821 0.987 0.371
O -2.401 1.111 -0.674
O -2.013 1.677 1.483
H 1.016 -2.332 -0.485
H -1.277 -1.537 -0.497
H -2.489 2.495 1.286
O 3.101 -0.757 -1.768
O 2.539 0.582 -0.044
C 2.315 -0.360 -0.915
Cr 1.346 0.057 1.374
```

natural (NBO) population analysis, charges in e, atoms 1 to 4: C -0.65; C 0.29; O -0.60; C 0.97

---

7.
DFT (ωB97M-V with the def2-TZVPD basis set) results for a structure of composition C16H26CaN2S4.

Results
Multiplicity: 1
ΔE to the lowest compared entry with this formula, charge and spin: 0.343 eV
LUMO level: 0.012 eV

Geometry as XYZ:
```
49
C16H26CaN2S4, DFT ωB97M-V with the def2-TZVPD basis set
Ca -0.857 0.342 0.469
C 1.392 -2.625 2.325
C 0.398 -2.606 1.194
C 0.827 -2.669 -0.132
C -0.083 -2.665 -1.186
C 0.391 -2.767 -2.614
C -1.444 -2.578 -0.899
C -1.905 -2.527 0.415
C -3.374 -2.430 0.718
C -0.969 -2.544 1.451
H 2.328 -2.144 2.037
H 1.622 -3.653 2.611
H 0.995 -2.113 3.201
H 1.889 -2.740 -0.345
H 0.252 -3.785 -2.984
H 1.452 -2.529 -2.702
H -0.178 -2.105 -3.268
H -2.160 -2.553 -1.714
H -3.810 -3.428 0.817
H -3.900 -1.903 -0.075
H -3.541 -1.891 1.651
H -1.318 -2.505 2.477
C 0.862 1.530 -2.194
C 0.491 2.869 -1.536
N -0.437 2.655 -0.432
C -0.312 3.565 0.703
C 1.006 3.398 1.466
S 1.612 1.689 1.677
C 2.826 1.526 0.316
C 2.501 0.423 -0.690
N 1.141 0.465 -1.222
H 0.009 1.203 -2.792
H 1.714 1.689 -2.868
H 1.387 3.360 -1.157
H 0.074 3.521 -2.309
H -1.404 2.681 -0.755
H -0.386 4.619 0.404
H -1.143 3.346 1.375
H 1.821 3.963 1.013
H 0.876 3.775 2.479
H 2.925 2.497 -0.165
H 3.780 1.290 0.785
H 3.249 0.470 -1.494
H 2.620 -0.539 -0.188
H 0.968 -0.427 -1.674
S -5.051 1.718 2.020
C -3.576 1.231 1.467
S -2.278 0.859 2.572
S -3.284 1.044 -0.249
```

natural (NBO) population analysis, charges in e, atoms 1 to 4: Ca 1.65; C -0.64; C -0.02; C -0.22

---

8.
DFT (ωB97M-V with the def2-TZVPD basis set) results for the molecule C3H7NO at a distorted geometry.

Results
Multiplicity: 1
ΔE to the lowest compared entry with this formula, charge and spin: 4.276 eV
SMILES: NC[C@H]1CO1
LUMO level: 1.110 eV

Geometry as XYZ:
```
12
C3H7NO, DFT ωB97M-V with the def2-TZVPD basis set
C 0.761 0.624 -0.252
C -0.484 -0.123 0.233
C -1.904 0.037 -0.114
H 1.958 -0.893 0.964
H 2.690 -0.429 -0.605
H 0.536 0.961 -1.251
H 1.054 1.387 0.568
H -0.422 -0.448 1.270
H -2.787 -0.138 0.646
H -2.271 0.735 -0.858
N 1.819 -0.637 -0.166
O -0.952 -1.075 -0.433
```

natural (NBO) population analysis, charges in e, atoms 1 to 4: C -0.25; C 0.09; C -0.17; H 0.36

---

9.
DFT (ωB97M-V with the def2-TZVPD basis set) results for a structure of composition C2H3BrOS.

Results
Multiplicity: 1
ΔE to the lowest compared entry with this formula, charge and spin: 3.249 eV
LUMO level: -0.793 eV

Geometry as XYZ:
```
8
C2H3BrOS, DFT ωB97M-V with the def2-TZVPD basis set
C 1.192 0.567 -0.235
C -1.646 -1.070 0.067
O -2.525 -0.312 -0.221
S 2.122 1.916 0.119
Br 2.138 -1.029 0.044
H -1.841 -2.001 0.623
H -0.602 -0.874 -0.203
H 1.162 2.803 -0.194
```

natural (NBO) population analysis, charges in e, atoms 1 to 4: C -0.41; C 0.28; O -0.50; S 0.20

---

10.
DFT (ωB97M-V with the def2-TZVPD basis set) results for the molecule C5H11NO.

Results
Multiplicity: 1
ΔE to the lowest compared entry with this formula, charge and spin: 3.835 eV
SMILES: C[C@H]1CN1CCO
LUMO level: 0.979 eV

Geometry as XYZ:
```
18
C5H11NO, DFT ωB97M-V with the def2-TZVPD basis set
C 0.245 2.085 -0.586
C -0.275 1.383 0.681
C -1.428 0.067 0.949
N -0.051 0.043 0.845
C 0.935 -0.907 0.453
C 0.617 -1.627 -0.852
O -0.513 -2.462 -0.728
H 1.214 1.658 -0.903
H 0.426 3.157 -0.426
H -0.427 1.981 -1.443
H -0.375 2.014 1.559
H -2.125 0.144 0.114
H -1.851 -0.428 1.849
H 1.890 -0.376 0.391
H 1.003 -1.649 1.258
H 0.490 -0.890 -1.663
H 1.456 -2.277 -1.117
H -1.231 -1.915 -0.379
```

natural (NBO) population analysis, charges in e, atoms 1 to 4: C -0.67; C 0.04; C -0.28; N -0.46

---

11.
DFT (ωB97M-V with the def2-TZVPD basis set) results for a structure of composition C20H31F9NOPdSi2 at a distorted geometry.

Results
Charge: +1
Multiplicity: 1
ΔE to the lowest compared entry with this formula, charge and spin: 0.000 eV
LUMO level (alpha / beta): -5.252 / -5.251 eV

Geometry as XYZ:
```
65
C20H31F9NOPdSi2, DFT ωB97M-V with the def2-TZVPD basis set
Pd -0.455 -0.470 -0.425
C -3.286 -0.173 -0.105
N -2.072 0.689 -0.057
C -2.189 1.729 -1.097
C -1.928 1.271 1.304
C -1.377 0.192 2.172
C -1.612 0.019 3.532
C -1.083 -1.080 4.188
C -0.331 -2.019 3.504
C -0.058 -1.866 2.147
C -0.585 -0.751 1.529
H -4.155 0.465 0.074
H -3.226 -0.938 0.665
H -3.351 -0.642 -1.080
H -3.075 2.338 -0.903
H -2.295 1.247 -2.067
H -1.306 2.361 -1.077
H -2.903 1.632 1.638
H -1.248 2.117 1.225
H -2.231 0.729 4.069
H -1.278 -1.215 5.243
H 0.060 -2.883 4.026
H 0.523 -2.605 1.613
F 0.359 -4.444 -1.793
C 0.139 -3.169 -2.047
F 0.885 -2.802 -3.076
F 0.652 -2.458 -0.955
C -1.358 -2.762 -2.208
O -1.519 -1.442 -1.965
C -2.211 -3.591 -1.204
F -3.468 -3.149 -1.173
F -2.238 -4.895 -1.450
F -1.708 -3.413 0.042
C -1.810 -3.069 -3.670
F -1.522 -4.329 -4.015
F -1.200 -2.248 -4.522
F -3.124 -2.886 -3.791
C 2.519 0.288 3.021
Si 1.985 1.488 1.699
C 0.753 2.704 2.395
C 3.501 2.463 1.189
C 1.361 0.507 0.139
Si 1.749 1.299 -1.558
C 1.253 3.099 -1.523
C 3.590 1.117 -1.827
C 0.867 0.443 -2.964
H 2.975 0.846 3.843
H 3.262 -0.423 2.652
H 1.687 -0.272 3.429
H 1.307 3.331 3.099
H -0.032 2.210 2.962
H 0.313 3.370 1.652
H 3.857 2.977 2.086
H 3.321 3.221 0.429
H 4.308 1.813 0.850
H 1.578 -0.547 0.324
H 1.520 3.608 -0.598
H 0.189 3.259 -1.700
H 1.784 3.606 -2.333
H 4.186 1.706 -1.136
H 3.808 1.467 -2.840
H 3.910 0.075 -1.764
H -0.223 0.580 -2.881
H 1.075 -0.620 -3.035
H 1.179 0.896 -3.909
```

natural (NBO) population analysis, charges in e, atoms 1 to 4: Pd 1.07; C -0.45; N -0.29; C -0.44

---

12.
DFT (ωB97M-V with the def2-TZVPD basis set) results for a structure of composition C12H13MgNO2 at a distorted geometry.

Results
Charge: +2
Multiplicity: 1
ΔE to the lowest compared entry with this formula, charge and spin: 0.702 eV
LUMO level: -12.005 eV

Geometry as XYZ:
```
29
C12H13MgNO2, DFT ωB97M-V with the def2-TZVPD basis set
O 0.024 -1.384 1.643
C 0.363 -0.379 1.060
C -0.598 0.787 0.855
C -2.011 0.256 0.803
C -2.345 -0.585 -0.449
C -3.530 0.111 -1.173
N -4.193 0.907 -0.102
C -3.128 1.321 0.773
O -3.196 2.355 1.384
C 1.782 -0.336 0.488
C 2.469 0.834 0.184
C 3.772 0.732 -0.375
C 4.358 -0.491 -0.596
C 3.660 -1.638 -0.249
C 2.399 -1.555 0.272
H -0.404 1.222 -0.139
H -0.481 1.535 1.640
H -2.257 -0.295 1.710
H -1.478 -0.545 -1.133
H -2.631 -1.608 -0.222
H -4.250 -0.554 -1.628
H -3.179 0.871 -1.872
H -4.781 0.217 0.364
H 2.028 1.811 0.360
H 4.315 1.636 -0.622
H 5.344 -0.577 -1.030
H 4.090 -2.622 -0.376
H 1.855 -2.455 0.520
Mg 2.002 0.429 -2.086
```

natural (NBO) population analysis, charges in e, atoms 1 to 4: O -0.44; C 0.55; C -0.49; C -0.35

---

> What is the multiplicity in the first record?

1

---

> Number 2 is which compound?

H11O6